(1)
{"formula": "C14H20N2O4", "method": "ωB97M-V/def2-TZVPD", "elements": ["C", "C", "C", "C", "C", "C", "C", "C", "C", "C", "C", "C", "C", "C", "H", "H", "H", "H", "H", "H", "H", "H", "H", "H", "H", "H", "H", "H", "H", "H", "H", "H", "H", "H", "N", "N", "O", "O", "O", "O"], "coordinates": [[-1.77551, -0.29312, 0.62835], [-1.03253, -1.23380, -0.36653], [-2.88072, 0.39331, -0.20298], [-3.91829, -0.53808, -0.49855], [-3.36316, 1.54300, 0.70243], [1.22757, -2.41729, -0.56898], [2.13098, -3.04213, 0.57122], [2.05453, -1.40131, -1.52206], [2.16145, -0.02172, -0.86047], [3.27429, 0.35355, -0.11824], [1.23663, 0.93406, -1.04147], [3.46041, 1.62946, 0.50915], [1.36063, 2.17020, -0.55997], [2.50448, 2.55951, 0.18406], [-1.53868, 1.08337, 2.23142], [-0.48880, 1.39026, 1.09466], [-2.16688, -1.00704, 1.39911], [-2.40519, 0.96658, -1.15606], [-4.57558, 0.02883, -1.20733], [-4.44935, -0.61315, 0.48043], [-3.61439, -1.61640, -0.71548], [-4.11479, 2.23314, 0.22381], [-2.51262, 2.19356, 1.08643], [-4.00498, 1.10447, 1.54509], [0.55657, -1.10418, 0.82036], [0.88989, -3.19463, -1.22655], [2.98465, -1.80147, -1.95107], [1.29997, -1.27309, -2.27933], [4.04097, -0.50281, -0.01351], [0.60510, 0.87350, -1.91483], [4.55827, 1.83661, 0.93027], [0.72535, 3.00779, -0.86905], [1.97772, 4.45637, 0.04309], [0.47496, -3.00023, 1.63805], [-0.93813, 0.61319, 1.53920], [0.18298, -1.74742, 0.19657], [-1.47756, -1.80730, -1.33538], [3.35516, -3.29731, 0.51965], [2.77958, 3.91574, 0.37278], [1.41501, -3.37402, 1.69168]], "mulliken_charge": [0.189, -0.119, 0.809, -1.349, -1.623, 0.187, 0.372, -1.316, -0.229, 0.152, 0.617, -0.989, -1.327, 1.243, 0.422, 0.069, 0.304, 0.308, 0.333, 0.368, 0.285, 0.376, 0.325, 0.322, 0.583, 0.576, 0.462, 0.416, 0.277, 0.350, 0.258, 0.231, 0.333, 0.435, -0.685, -0.636, -0.620, -0.602, -0.570, -0.540], "de_lowest_kcal_mol": 90.2, "energy_ha": -955.877475, "orbital_gap_ev": 9.3661, "smiles": "CC(C)[C@H](N)C(=O)N[C@@H](Cc1ccc(O)cc1)C(=O)O", "total_charge": 0}



(2)
{"formula": "C13H32O13V3", "method": "ωB97M-V/def2-TZVPD", "elements": ["O", "V", "O", "O", "V", "O", "O", "V", "O", "C", "O", "O", "O", "C", "C", "C", "O", "H", "H", "H", "H", "H", "H", "H", "H", "C", "C", "C", "O", "H", "H", "H", "H", "H", "H", "H", "H", "C", "C", "C", "O", "H", "H", "H", "H", "H", "H", "H", "H", "C", "C", "C", "O", "H", "H", "H", "H", "H", "H", "H", "H"], "coordinates": [[2.15069, 1.91997, -2.73880], [0.83319, 1.91918, -1.85823], [-0.06874, 3.13400, -2.32433], [-2.95570, -0.71303, -1.07634], [-1.77094, -1.49416, -0.40437], [-2.23115, -2.97268, -0.08562], [3.76913, -1.88546, -0.77951], [2.46309, -1.87506, 0.09670], [2.49531, -3.18691, 0.94602], [0.54099, 0.04579, 0.11946], [0.36421, -1.04146, 0.78224], [1.62538, 0.16245, -0.54463], [-0.47477, 0.49198, -0.52765], [-0.21856, -3.33239, 5.20032], [0.34570, -3.08414, 3.82170], [0.05566, -4.22323, 2.86774], [-0.23949, -1.86702, 3.30862], [-1.23580, -2.93975, 5.26124], [0.33543, -2.81042, 5.98191], [-0.20423, -4.39176, 5.44741], [1.42289, -2.89662, 3.89662], [0.58146, -5.12647, 3.18435], [0.41747, -4.00370, 1.86156], [-1.01502, -4.43058, 2.86631], [0.06638, -1.70336, 2.40820], [0.12425, 1.65585, -5.52763], [0.27078, 0.30607, -4.89176], [1.58666, -0.38489, -5.17554], [0.07128, 0.47274, -3.45676], [-0.90237, 2.00597, -5.57018], [0.47172, 1.58952, -6.56443], [0.81974, 2.38575, -5.10959], [-0.53939, -0.34269, -5.23777], [1.59915, -1.41832, -4.81887], [2.42088, 0.13950, -4.70049], [1.83360, -0.40163, -6.23663], [-0.15053, -0.35258, -3.01964], [3.45203, 4.39823, -1.41243], [2.79449, 4.13409, -0.07206], [2.19809, 5.40053, 0.50934], [1.72184, 3.16962, -0.30040], [4.29163, 5.08273, -1.30627], [2.74762, 4.86233, -2.11054], [3.78676, 3.49223, -1.91575], [3.56610, 3.71780, 0.57996], [1.29697, 5.68750, -0.03628], [2.88564, 6.23400, 0.35956], [1.95731, 5.32934, 1.57047], [1.36932, 2.92143, 0.56255], [-4.64725, -0.12779, 1.64537], [-3.62599, -0.94583, 2.36974], [-4.02162, -2.39363, 2.60730], [-2.35334, -0.88011, 1.63267], [-4.86287, -0.51471, 0.64889], [-4.27979, 0.89239, 1.51243], [-5.55769, -0.05762, 2.23752], [-3.36872, -0.45715, 3.31348], [-4.05851, -2.90350, 1.64219], [-5.01668, -2.43146, 3.04591], [-3.28963, -2.89259, 3.24003], [-1.64404, -1.06829, 2.27462]], "mulliken_charge": [-0.446, 1.135, -0.458, -0.450, 1.203, -0.536, -0.490, 1.350, -0.408, 1.907, -1.158, -0.685, -1.001, -1.388, 0.771, -1.123, -0.643, 0.304, 0.370, 0.362, 0.216, 0.423, 0.213, 0.250, 0.210, -1.386, 0.715, -1.316, -0.261, 0.345, 0.440, 0.265, 0.274, 0.343, 0.221, 0.412, 0.157, -1.470, 0.704, -1.348, -0.334, 0.458, 0.306, 0.306, 0.204, 0.332, 0.396, 0.388, 0.241, -1.529, 0.717, -1.058, 0.020, 0.311, 0.376, 0.427, 0.184, 0.230, 0.442, 0.145, 0.417], "de_lowest_kcal_mol": 0.0, "energy_ha": -4324.456945, "orbital_gap_ev": 6.9060, "total_charge": 1}



(3)
{"formula": "C38H30Cl2F3N8O5RbS", "method": "ωB97M-V/def2-TZVPD", "elements": ["Rb", "Cl", "C", "C", "C", "N", "C", "O", "C", "C", "C", "C", "C", "N", "C", "C", "C", "Cl", "N", "C", "O", "C", "C", "C", "C", "C", "N", "H", "H", "H", "H", "H", "H", "H", "H", "H", "H", "C", "C", "C", "C", "C", "C", "C", "N", "N", "C", "C", "C", "C", "C", "C", "N", "C", "C", "C", "C", "C", "C", "N", "H", "H", "H", "H", "H", "H", "H", "H", "H", "H", "H", "H", "H", "H", "H", "H", "H", "H", "H", "H", "F", "C", "F", "F", "S", "O", "O", "O"], "coordinates": [[-1.10105, 0.72518, 0.25002], [1.71256, 6.51384, 4.76760], [1.08294, 5.62635, 3.39420], [1.60837, 4.38630, 3.09837], [1.15702, 3.61429, 2.02419], [1.66612, 2.30316, 1.88501], [2.97702, 2.20918, 1.84445], [3.86875, 3.07320, 1.68711], [3.52454, 0.82721, 2.16220], [3.79309, 0.56561, 3.51495], [4.38404, -0.62158, 3.87724], [4.71254, -1.53562, 2.87776], [4.40857, -1.19628, 1.57542], [3.82251, -0.05175, 1.20748], [0.13526, 4.14596, 1.20130], [-0.38818, 5.40809, 1.52385], [0.06910, 6.13869, 2.60147], [-0.64353, 7.70333, 2.93415], [-0.39108, 3.37265, 0.16219], [-0.91999, 3.96875, -0.89624], [-0.97398, 5.16960, -1.23372], [-1.63563, 3.00971, -1.84223], [-2.97269, 3.27035, -2.15066], [-3.64956, 2.41108, -2.98851], [-2.97136, 1.32353, -3.52346], [-1.64600, 1.14733, -3.17243], [-0.98396, 1.96394, -2.35127], [2.40843, 3.99593, 3.71240], [3.52159, 1.31313, 4.24871], [4.58951, -0.84146, 4.91902], [5.18489, -2.48371, 3.10170], [4.63674, -1.88848, 0.76864], [-1.15518, 5.82510, 0.89067], [-3.45321, 4.12884, -1.70315], [-4.70003, 2.56794, -3.20244], [-3.46313, 0.61098, -4.17415], [-1.07873, 0.30506, -3.56060], [2.34281, -1.98893, -1.22034], [2.19813, -1.31111, -2.59481], [2.65082, 0.12144, -2.48600], [3.80108, 0.59634, -3.09916], [4.20744, 1.89740, -2.82630], [3.44734, 2.66969, -1.96981], [2.28980, 2.11706, -1.42889], [1.90655, 0.87127, -1.67627], [1.07768, -2.45763, -0.67573], [0.55884, -3.59525, -1.39412], [-0.94573, -3.62121, -1.59859], [-1.54104, -4.80258, -2.04353], [-2.90394, -4.82297, -2.26834], [-3.63268, -3.66343, -2.04442], [-2.95597, -2.53659, -1.60614], [-1.63901, -2.51213, -1.38411], [1.19528, -2.67559, 0.75598], [-0.11513, -3.00822, 1.42293], [-0.42316, -4.31730, 1.77257], [-1.63338, -4.58237, 2.39322], [-2.49042, -3.52750, 2.64169], [-2.11090, -2.24913, 2.24764], [-0.94538, -1.99114, 1.65948], [2.73745, -1.25263, -0.52203], [3.07618, -2.81832, -1.27340], [1.14213, -1.32145, -2.87555], [2.76294, -1.83574, -3.36989], [4.37369, -0.04829, -3.75632], [5.11487, 2.29261, -3.26875], [3.73345, 3.67449, -1.69265], [1.64932, 2.68624, -0.76567], [0.86134, -4.54749, -0.91976], [1.01130, -3.61330, -2.39056], [-0.93150, -5.68540, -2.19978], [-3.39288, -5.72920, -2.60656], [-4.70322, -3.62411, -2.19468], [-3.47847, -1.60734, -1.41002], [1.58619, -1.76024, 1.20264], [1.91575, -3.48918, 0.97533], [0.28598, -5.10803, 1.56057], [-1.90134, -5.59306, 2.67773], [-3.44940, -3.67438, 3.12055], [-2.76720, -1.39929, 2.40231], [-5.30394, -1.70990, 0.89168], [-5.77543, -0.46787, 0.67399], [-6.43805, -0.50091, -0.49343], [-6.67355, -0.21216, 1.63717], [-4.41771, 0.78039, 0.65389], [-5.11282, 2.03050, 0.50729], [-3.74930, 0.55921, 1.92232], [-3.63108, 0.35934, -0.49458]], "mulliken_charge": [0.534, -0.292, -0.170, -0.006, 0.220, -0.126, 0.200, -0.753, 0.273, -0.707, -0.412, -0.716, -0.229, -0.132, -0.218, -0.788, 0.167, -0.287, 0.334, 0.303, -0.817, 0.296, -0.940, -0.244, -0.772, -0.066, 0.079, 0.461, 0.391, 0.397, 0.387, 0.401, 0.543, 0.446, 0.351, 0.357, 0.253, 0.031, -0.507, 0.258, -1.038, -0.584, -0.861, -0.171, 0.625, 1.323, -1.835, 1.042, -1.214, -0.367, -0.982, -0.320, 0.538, -0.158, 0.112, -0.714, -0.441, -0.784, -0.293, 0.174, -0.379, 0.440, 0.152, 0.268, 0.421, 0.357, 0.485, 0.220, 0.260, 0.648, 0.433, 0.371, 0.469, 0.369, -0.082, 0.229, 0.378, 0.387, 0.420, 0.536, -0.203, 0.476, -0.251, -0.251, 1.044, -0.684, -0.761, -0.305], "de_lowest_kcal_mol": 4.3, "energy_ha": -3922.762615, "orbital_gap_ev": 4.9850, "total_charge": -2}